[1]
An isolated ion of composition C21H25N2 and charge +1, computed with ωB97M-V/def2-TZVPD.

total energy	-924.5373	Eh
ΔE to the lowest compared entry with this formula, charge and spin	0.000	eV
total charge	+1
HOMO level	-11.536	eV
gap between HOMO and LUMO	9.18	eV
SMILES	Cc1ccc([C@@H](c2ccccc2)N2CCC[N+]3=C2CCC3)cc1
largest force on an atom	0.0553	hartree/bohr

```
48
Properties=species:S:1:pos:R:3:forces:R:3
C 3.210115 3.498088 3.442821 0.293 0.089 0.072
C 2.313194 2.719853 2.531663 -0.160 -0.264 -0.088
C 1.762620 1.493425 2.922674 -0.364 0.037 -0.123
C 0.849393 0.830408 2.102531 0.380 0.155 -0.265
C 0.541809 1.329122 0.829605 -0.087 0.478 0.513
C -0.417216 0.548628 -0.061741 -0.791 2.452 -0.464
C -0.406994 0.980212 -1.529922 0.180 0.247 0.213
C -1.613686 1.145849 -2.220780 0.451 -0.123 -0.098
C -1.581018 1.510648 -3.570737 -0.027 0.215 0.155
C -0.374337 1.905732 -4.163506 -0.063 -0.367 0.072
C 0.828318 1.744487 -3.465691 0.068 -0.088 0.207
C 0.816407 1.232851 -2.161686 -0.136 0.073 -0.409
N -0.226763 -0.853405 0.040324 -0.693 -2.695 0.581
C 1.126214 -1.407629 0.141949 0.359 -0.119 0.397
C 1.141325 -2.804187 -0.420149 0.446 -0.260 -0.639
C 0.091192 -3.703641 0.199036 0.637 -0.438 0.233
N -1.173483 -3.008616 0.203219 0.105 0.388 -0.057
C -1.271331 -1.697326 0.079326 0.883 1.119 0.128
C -2.696960 -1.248272 0.034635 -0.078 -0.052 -0.126
C -3.474983 -2.546320 0.233186 -0.753 -0.188 0.070
C -2.453129 -3.686763 0.315649 -0.655 -0.296 -0.046
C 1.014142 2.605819 0.483720 0.299 -0.349 -0.055
C 1.952200 3.248353 1.292192 -0.472 -0.077 0.071
H 3.914495 4.094014 2.856286 -0.001 -0.067 0.153
H 2.636167 4.196571 4.064519 0.033 -0.167 -0.122
H 3.768994 2.839571 4.111141 -0.012 0.099 -0.052
H 2.033656 1.047586 3.879176 -0.094 0.219 -0.126
H 0.380434 -0.097843 2.437138 0.241 0.234 0.005
H -1.415110 0.803529 0.327799 0.193 -0.294 -0.184
H -2.566024 1.005110 -1.688697 0.468 0.075 -0.459
H -2.512621 1.493238 -4.139994 0.308 0.354 0.134
H -0.373486 2.321756 -5.175346 0.017 -0.292 0.354
H 1.788530 2.015561 -3.922606 -0.514 -0.107 0.132
H 1.755087 1.092375 -1.605907 -0.481 0.174 -0.395
H 1.441258 -1.415342 1.197266 -0.081 0.031 -0.379
H 1.837222 -0.772474 -0.400442 -0.356 -0.079 0.123
H 0.978274 -2.742745 -1.502152 0.013 -0.082 0.078
H 2.134816 -3.234772 -0.265042 -0.168 0.006 -0.048
H -0.003892 -4.629643 -0.381275 -0.101 0.209 0.101
H 0.389769 -3.996110 1.219086 -0.273 0.138 -0.187
H -2.905571 -0.510787 0.817709 0.095 -0.119 -0.175
H -2.925239 -0.789679 -0.935448 0.209 -0.093 0.318
H -4.067251 -2.492111 1.147522 0.007 -0.072 -0.140
H -4.162143 -2.713130 -0.600276 0.063 0.028 0.222
H -2.540172 -4.235564 1.262642 0.268 0.132 -0.194
H -2.605473 -4.406751 -0.500706 0.328 0.154 0.177
H 0.668611 3.099408 -0.426223 0.264 -0.274 0.199
H 2.392619 4.190934 0.965529 -0.246 -0.145 0.123
```
Forces are in eV/Å.



[2]
A 2-piece molecular cluster, C3H8O3 overall, computed with ωB97M-V/def2-TZVPD.

total energy	-344.7701	Eh
ΔE to the lowest compared entry with this formula, charge and spin	2.129	eV
HOMO level	-10.356	eV
gap between HOMO and LUMO	10.91	eV
SMILES	O=CO.CCO
largest force on an atom	0.0926	hartree/bohr

```
14
Properties=species:S:1:pos:R:3:forces:R:3
O -4.765300 0.184850 0.137011 0.261 -1.321 -1.744
C -5.401116 -0.601645 0.756737 -0.071 1.912 4.358
O -5.375035 -1.953570 0.914927 0.336 -0.290 -1.916
H -5.950926 -0.144487 1.641145 -0.515 -0.495 -0.883
H -4.855095 -2.217214 1.680110 -0.011 0.194 0.186
C 3.581169 0.678059 -0.398996 0.520 1.182 -0.318
C 4.977195 1.341940 -0.427217 -0.315 -2.090 0.145
O 5.921100 0.406725 -0.977840 0.598 0.284 0.372
H 3.263315 0.363353 -1.412008 0.145 -0.056 0.577
H 2.823953 1.389507 -0.007494 0.367 -0.599 -0.050
H 3.784030 -0.146168 0.283996 -0.840 -0.292 -0.220
H 5.070136 2.284038 -0.933632 -0.171 0.568 -0.108
H 5.266676 1.364428 0.628510 0.179 0.787 -0.248
H 5.593225 -0.107607 -1.715297 -0.484 0.217 -0.152
```
Forces are in eV/Å.



[3]
C4H13NO3 as an isolated structure, computed with ωB97M-V/def2-TZVPD.

total energy	-440.4544	Eh
ΔE to the lowest compared entry with this formula, charge and spin	7.095	eV
HOMO level	-8.073	eV
gap between HOMO and LUMO	6.99	eV
largest force on an atom	0.0759	hartree/bohr

```
21
Properties=species:S:1:pos:R:3:forces:R:3
C 2.010672 -0.406761 2.105148 -0.315 1.364 -0.610
C 1.836890 -0.456731 0.604872 -0.116 -0.876 -0.003
C 2.626336 -0.809631 -0.496842 1.120 -0.941 0.418
C 0.195106 -0.853813 -1.294193 1.222 -1.772 -0.371
N 0.746947 -0.871179 -0.008958 -0.274 0.905 -1.387
H 2.318355 -1.358555 2.435559 0.050 -1.523 0.466
H 1.083117 -0.089987 2.678069 1.189 -0.171 -0.998
H 2.912228 0.183422 2.300237 -0.486 0.472 0.215
H 3.346813 -1.654096 -0.598243 -0.455 0.351 0.875
H 2.615812 -0.344668 -1.480128 -1.134 0.529 0.205
H -0.821811 -1.161405 -1.362217 -1.096 -0.301 0.962
H 0.661045 -1.577711 -2.006794 0.307 1.441 0.121
H -1.509743 0.806257 1.012165 0.065 -1.490 1.273
H -1.147393 -0.655658 1.173090 0.934 -2.177 -1.511
O -1.463770 0.042791 1.675119 -1.010 3.758 0.299
H -4.147143 1.500949 -1.599525 -1.221 1.491 -1.481
H -2.675714 1.246762 -1.164605 -0.778 -0.160 0.093
O -3.618593 0.975495 -1.061211 2.049 -1.405 1.458
H -0.989581 2.291822 -1.704708 0.010 0.864 -1.597
H -0.297572 0.730762 -1.414890 -0.682 2.001 0.085
O -0.741520 1.649462 -1.078811 0.623 -2.361 1.487
```
Forces are in eV/Å.